{
  "formula": "C28H54P2SiSn",
  "method": "ωB97M-V with the def2-TZVPD basis set",
  "total_energy_ha": -2284.88548,
  "homo_lumo_gap_ev": [3.876, 3.827],
  "lumo_ev": [-7.930, -7.979],
  "total_charge": 2,
  "species": ["Sn", "C", "C", "C", "C", "C", "C", "H", "H", "H", "C", "H", "H", "H", "C", "H", "H", "H", "C", "H", "H", "H", "C", "H", "H", "H", "C", "C", "C", "C", "C", "C", "C", "C", "H", "H", "H", "H", "H", "H", "H", "H", "H", "H", "H", "H", "P", "P", "C", "C", "H", "H", "H", "H", "C", "H", "H", "H", "C", "H", "H", "H", "C", "H", "H", "H", "C", "H", "H", "H", "C", "Si", "C", "C", "C", "H", "H", "H", "H", "H", "H", "H", "H", "H", "H", "H"],
  "coordinates": [[0.6338, -1.1254, 0.1701], [-0.9882, 3.9681, -0.3853], [-1.3690, 3.3071, -1.5837], [-3.1527, 3.2223, -0.1332], [-2.1031, 3.9484, 0.4922], [-2.6914, 2.8073, -1.4084], [0.2934, 4.6488, -0.1067], [0.9506, 4.6340, -0.9849], [0.8254, 4.1602, 0.7243], [0.1318, 5.6994, 0.1845], [-2.1582, 4.5837, 1.8219], [-1.4361, 5.4054, 1.8863], [-1.9355, 3.8844, 2.6397], [-3.1580, 4.9956, 2.0173], [-4.4809, 2.9437, 0.4481], [-4.8473, 3.8154, 1.0130], [-4.4698, 2.0773, 1.1348], [-5.2000, 2.7236, -0.3539], [-3.5054, 2.0950, -2.4148], [-4.3471, 2.7112, -2.7694], [-3.9335, 1.1778, -1.9894], [-2.8998, 1.8196, -3.2847], [-0.5441, 3.1673, -2.8047], [-0.7589, 3.9784, -3.5144], [-0.7506, 2.2241, -3.3224], [0.5261, 3.2083, -2.5737], [4.2155, -2.1674, 0.0196], [4.7667, -0.9105, -0.5271], [5.0409, -0.7814, -2.0224], [3.8095, -1.3082, -2.7839], [2.4776, -1.2842, -1.9050], [1.9117, -2.5724, -1.5397], [2.8412, -3.7609, -1.4360], [4.1711, -3.4406, -0.7299], [5.9658, -1.3306, -2.2635], [3.9645, -2.3488, -3.0981], [5.2299, 0.2697, -2.2666], [5.0201, -3.4838, -1.4428], [4.3650, -2.3035, 1.0917], [5.3048, -0.2263, 0.1510], [4.3631, -4.2397, 0.0121], [2.3399, -4.6071, -0.9415], [0.9242, -2.7940, -1.9722], [3.0607, -4.1180, -2.4574], [3.6031, -0.7377, -3.7061], [1.7321, -0.5668, -2.2861], [3.1245, -0.3634, -0.3756], [-1.4076, -2.5964, -0.8127], [0.7964, -3.1038, 0.7334], [-0.2786, -3.9152, -0.0064], [0.6066, -2.8523, 1.7795], [1.8483, -3.3907, 0.6536], [0.1248, -4.5326, -0.8111], [-0.8348, -4.5717, 0.6948], [-3.1300, -2.9471, -0.5412], [-3.6993, -2.2183, -1.1347], [-3.4106, -2.8528, 0.5090], [-3.2965, -3.9653, -0.9137], [-1.3263, -2.0778, -2.5477], [-1.2455, -2.9549, -3.2059], [-0.5239, -1.3572, -2.8064], [-2.2766, -1.5484, -2.7676], [2.9696, -0.2506, 1.4180], [3.0455, 0.8180, 1.6560], [3.7761, -0.8203, 1.8865], [2.0691, -0.7090, 1.8494], [2.8794, 1.2568, -1.0986], [1.8477, 1.5082, -0.7491], [2.9488, 1.3023, -2.2046], [3.6637, 1.8879, -0.6320], [-1.7505, -1.0494, 4.9098], [-1.8714, -0.2262, 3.2172], [-3.2652, -1.0429, 2.2778], [-2.3558, 1.5628, 3.5355], [-0.1926, -0.3595, 2.3240], [-2.7466, -1.0972, 5.3654], [-1.1035, -0.4819, 5.5895], [-1.3660, -2.0732, 4.8394], [-4.2068, -0.8566, 2.8166], [-3.3514, -0.6380, 1.2601], [-3.0944, -2.1262, 2.2448], [-1.4795, 2.1787, 3.7697], [-2.8751, 1.9821, 2.6673], [-3.0418, 1.6041, 4.3916], [0.3317, 0.6223, 2.4591], [0.3593, -1.1133, 2.9608]]
}

***

{
  "formula": "C28H55As2NReSi4",
  "method": "ωB97M-V with the def2-TZVPD basis set",
  "total_energy_ha": -6861.93338,
  "homo_lumo_gap_ev": [6.200, 5.880],
  "lumo_ev": [-6.788, -7.329],
  "spin_multiplicity": 4,
  "total_charge": 2,
  "s2": 3.7932,
  "species": ["Re", "C", "N", "C", "C", "C", "C", "C", "C", "C", "C", "H", "H", "H", "H", "H", "H", "H", "H", "H", "H", "H", "H", "C", "As", "C", "C", "C", "C", "C", "C", "C", "As", "C", "C", "H", "H", "H", "H", "H", "H", "H", "H", "H", "H", "H", "H", "H", "H", "H", "H", "C", "Si", "C", "C", "Si", "Si", "C", "C", "C", "Si", "C", "C", "C", "H", "H", "H", "H", "H", "H", "H", "H", "H", "H", "H", "H", "H", "H", "H", "H", "H", "H", "H", "H", "H", "H", "H", "H", "H", "H", "H"],
  "coordinates": [[0.1328, -0.0850, -0.1271], [-1.0365, -2.8309, -0.5432], [-1.3457, -1.5969, 0.2242], [-1.3820, -1.9881, 1.6594], [-2.6977, -1.0714, -0.1342], [-2.7555, 0.3760, 0.2288], [-3.9173, 1.0505, 0.5815], [-3.8813, 2.4239, 0.7771], [-2.6878, 3.1243, 0.6263], [-1.5176, 2.4498, 0.3086], [-1.5473, 1.0702, 0.1064], [-1.8167, -3.5722, -0.3570], [-0.0817, -3.2340, -0.2062], [-0.9830, -2.6045, -1.6020], [-1.9826, -2.8946, 1.7600], [-1.8422, -1.1908, 2.2267], [-0.3738, -2.1905, 2.0217], [-3.4647, -1.6920, 0.3370], [-2.7928, -1.1793, -1.2141], [-4.8527, 0.5111, 0.6772], [-4.7877, 2.9525, 1.0402], [-2.6704, 4.1971, 0.7701], [-0.5910, 3.0072, 0.2147], [-0.8141, -0.0514, 4.0977], [0.2712, 0.7158, 2.6810], [0.1318, 2.5752, 3.2293], [2.0451, 0.1867, 3.2497], [2.3826, 0.0161, 4.5881], [3.6422, -0.4541, 4.9359], [4.5670, -0.7635, 3.9499], [4.2536, -0.5665, 2.6108], [2.9983, -0.0807, 2.2641], [2.6266, 0.5031, 0.4490], [4.2808, 0.1821, -0.4857], [2.7924, 2.4367, 0.6545], [-0.5688, 0.4597, 5.0270], [-0.6120, -1.1139, 4.2007], [-1.8690, 0.1159, 3.8843], [0.5286, 2.6448, 4.2412], [-0.9165, 2.8697, 3.2256], [0.6910, 3.2335, 2.5737], [1.6645, 0.2257, 5.3711], [3.8966, -0.5896, 5.9785], [5.5396, -1.1514, 4.2218], [4.9927, -0.7985, 1.8562], [5.0792, 0.6148, 0.1150], [4.2259, 0.6961, -1.4417], [4.4605, -0.8775, -0.6461], [3.5518, 2.6180, 1.4139], [1.8523, 2.8807, 0.9600], [3.0992, 2.8648, -0.2944], [-1.2503, 3.1285, -3.3420], [0.2395, 2.0182, -3.4058], [1.6274, 2.7838, -2.4194], [0.8400, 1.7809, -5.1502], [-0.2224, -0.1550, -2.4933], [1.2419, -1.7452, -3.6401], [1.1749, -3.4245, -2.8272], [0.9432, -1.9011, -5.4631], [2.9642, -1.0861, -3.3481], [-2.2986, -0.5923, -3.7366], [-3.6445, 0.5079, -3.0316], [-2.1560, -0.2103, -5.5411], [-2.7416, -2.4037, -3.5720], [-0.9245, 4.1695, -3.4274], [-1.8033, 3.0264, -2.4071], [-1.9382, 2.9334, -4.1672], [2.0276, 3.6606, -2.9371], [2.4471, 2.0774, -2.2705], [1.2624, 3.1183, -1.4455], [1.1453, 2.7586, -5.5376], [0.0815, 1.3830, -5.8232], [1.7137, 1.1284, -5.1936], [0.2221, -3.9422, -2.9579], [1.3837, -3.3420, -1.7580], [1.9483, -4.0635, -3.2640], [0.1274, -2.5862, -5.7031], [1.8625, -2.3198, -5.8849], [0.7640, -0.9502, -5.9598], [3.1577, -1.1398, -2.2803], [3.0882, -0.0504, -3.6719], [3.7125, -1.6922, -3.8676], [-3.8950, 1.2886, -3.7523], [-3.3768, 1.0045, -2.1021], [-4.5543, -0.0762, -2.8573], [-2.0804, 0.8575, -5.7506], [-3.1085, -0.5553, -5.9593], [-1.3608, -0.7344, -6.0613], [-3.2279, -2.6665, -2.6313], [-1.8842, -3.0661, -3.7156], [-3.4522, -2.6299, -4.3736]]
}